ORCA calculation (wB97M-V/def2-TZVPD) on an isolated ion of composition C25H32N3OS and charge +1.

Summary:
E_HOMO ... -10.8 eV
SMILES string ... CC[NH+](CC)CCN(C(=O)c1ccc2c(c1)CCCC2)c1nc2ccc(C)cc2s1
Max |F| ... 0.0245 hartree/bohr
LUMO ... -2.51 eV
Net charge ... +1
Kohn-Sham gap ... 8.33 eV

Each line ends with the Löwdin charge.
Cartesian coordinates (Å):
C1 -5.046 -1.052 -1.939  -0.0485
C2 -4.492 0.277 -1.451  -0.1775
N1 -4.203 0.252 0.002  -0.1460
C3 -5.388 -0.022 0.854  -0.1708
C4 -6.563 0.916 0.621  -0.0526
C5 -3.436 1.433 0.465  -0.0816
C6 -2.354 1.012 1.465  -0.1004
N2 -1.205 0.386 0.826  -0.0107
C7 -1.253 -0.940 0.467  -0.3194
O1 -2.354 -1.501 0.363  0.0732
C8 0.003 -1.643 0.246  -0.1491
C9 0.051 -2.651 -0.719  0.0025
C10 1.234 -3.316 -0.950  -0.0079
C11 2.388 -3.019 -0.228  -0.1463
C12 2.335 -2.039 0.768  -0.1438
C13 1.146 -1.369 0.997  0.0254
C14 3.534 -1.708 1.612  -0.1412
C15 4.837 -2.156 0.961  -0.1915
C16 4.713 -3.614 0.539  -0.1905
C17 3.660 -3.741 -0.556  -0.1417
C18 -0.117 1.172 0.481  -0.5934
N3 0.518 1.040 -0.619  0.1528
C19 1.591 1.879 -0.691  -0.3028
C20 2.501 1.960 -1.741  0.0020
C21 3.535 2.863 -1.653  -0.0327
C22 3.695 3.706 -0.544  -0.2680
C23 4.839 4.666 -0.504  -0.0431
C24 2.792 3.635 0.505  -0.0479
C25 1.755 2.724 0.427  -0.4494
S1 0.501 2.410 1.594  1.1091
H1 -6.058 -1.230 -1.587  0.0773
H2 -4.407 -1.870 -1.616  0.0864
H3 -5.070 -1.049 -3.025  0.0919
H4 -3.547 0.471 -1.963  0.1357
H5 -5.179 1.096 -1.673  0.1302
H6 -3.509 -0.591 0.157  0.0994
H7 -5.697 -1.052 0.674  0.1323
H8 -5.062 0.049 1.893  0.1319
H9 -7.319 0.715 1.375  0.0928
H10 -7.019 0.759 -0.351  0.0775
H11 -6.277 1.961 0.709  0.0791
H12 -4.108 2.155 0.930  0.1323
H13 -2.958 1.914 -0.392  0.1423
H14 -1.994 1.891 2.003  0.1004
H15 -2.764 0.307 2.194  0.1428
H16 -0.836 -2.881 -1.289  0.1183
H17 1.274 -4.083 -1.709  0.1208
H18 1.107 -0.638 1.793  0.1226
H19 3.556 -0.634 1.809  0.1175
H20 3.422 -2.213 2.577  0.1295
H21 5.661 -2.029 1.664  0.1138
H22 5.043 -1.538 0.084  0.1201
H23 5.669 -3.989 0.173  0.1140
H24 4.425 -4.218 1.402  0.1209
H25 3.441 -4.792 -0.756  0.1226
H26 4.054 -3.315 -1.485  0.1313
H27 2.382 1.312 -2.593  0.1171
H28 4.250 2.931 -2.459  0.1186
H29 5.784 4.129 -0.567  0.0884
H30 4.791 5.345 -1.354  0.0885
H31 4.831 5.252 0.411  0.0783
H32 2.896 4.272 1.369  0.1169